The following is a quantum chemistry calculation of a 2-piece molecular cluster, C27H33N5O5 overall in a non-equilibrium geometry, from OMol25.

```
70
C27H33N5O5 (the ωB97M-V functional and the def2-TZVPD basis)
C 3.3632 4.0328 -1.0039
N 2.9739 2.6521 -0.7321
C 3.8230 1.6746 -0.4012
O 5.0243 1.8898 -0.2766
C 3.2304 0.2738 -0.1407
C 2.8449 0.0555 1.3331
C 1.5214 0.6061 1.7734
C 1.2261 1.9092 1.9805
N -0.0835 2.0274 2.4048
C -0.6970 0.7981 2.5098
C -1.9770 0.3967 2.9201
C -2.2952 -0.9727 2.9193
C -1.3341 -1.9149 2.5098
C -0.0527 -1.4996 2.0999
C 0.3004 -0.1322 2.0903
N 4.0440 -0.8431 -0.6646
C 5.2412 -1.3117 -0.3010
C 5.9008 -0.9221 1.0080
O 5.7903 -2.1389 -1.0134
H 4.0063 4.4021 -0.2030
H 3.9144 4.0762 -1.9447
H 2.4752 4.6611 -1.0780
H 2.0041 2.3970 -0.8871
H 2.2962 0.2355 -0.6976
H 2.8199 -1.0170 1.5287
H 3.6198 0.4805 1.9721
H 1.9204 2.7303 1.8404
H -0.5146 2.9122 2.6276
H -2.7013 1.1286 3.2439
H -3.2737 -1.3039 3.2408
H -1.5752 -2.9682 2.5292
H 0.6825 -2.2349 1.8081
H 3.7339 -1.2380 -1.5369
H 6.8884 -1.3788 1.0451
H 6.0137 0.1547 1.0768
H 5.3036 -1.2913 1.8369
O 0.5368 1.6192 -1.7873
C -0.6148 1.6509 -1.3646
C -1.0872 2.9724 -0.8598
C -2.3445 3.5306 -0.9331
C -2.2614 4.8373 -0.3332
C -0.9592 5.0048 0.0384
O -0.2297 3.8863 -0.2702
N -1.3298 0.4427 -1.3580
C -0.6559 -0.8303 -1.6852
C -1.5887 -1.8315 -2.3869
N -2.9313 -1.8587 -1.7935
C -3.6690 -3.0350 -1.6759
O -4.8904 -2.9741 -1.6331
C -2.9963 -4.3683 -1.3314
C -3.7659 -5.4289 -0.5358
C -2.6580 -4.6308 0.1378
C -3.5526 -0.5565 -1.5339
C -2.6049 0.2599 -0.6569
H -3.2245 3.0921 -1.3944
H -3.0635 5.5608 -0.2193
H -0.5568 5.8953 0.5120
H 0.2103 -0.6818 -2.3374
H -0.2899 -1.2767 -0.7555
H -1.6829 -1.5465 -3.4399
H -1.1147 -2.8162 -2.3567
H -2.3112 -4.7386 -2.0970
H -3.5675 -6.4801 -0.7680
H -4.7977 -5.2096 -0.2399
H -1.7252 -5.1563 0.3654
H -2.9593 -3.8749 0.8697
H -4.5073 -0.6558 -1.0066
H -3.7467 -0.0375 -2.4781
H -2.4264 -0.2838 0.2741
H -3.0919 1.1925 -0.3839
```

Output
Molar mass in Da: 507.59
Orbital gap in eV: 8.42
SMILES: CNC(=O)[C@H](Cc1c[nH]c2ccccc12)NC(C)=O.O=C(c1ccco1)N1CCN(C(=O)C2CC2)CC1
HOMO energy in eV: -8.3
Multiplicity: 1
DFT total energy in eV: -46222.5869

The following is a quantum chemistry calculation of a 2-piece molecular cluster, C2H8O overall in a non-equilibrium geometry, from OMol25.

```
11
C2H8O (the ωB97M-V functional and the def2-TZVPD basis)
C 1.9013 0.0610 1.5131
C 0.9979 1.2642 1.2773
H 1.3915 -0.7845 1.9720
H 2.9084 0.2386 1.8531
H 2.1122 -0.3848 0.5157
H 1.1669 1.9720 0.4680
H -0.0215 0.8913 1.3504
H 1.1000 1.9326 2.1431
O -3.8891 -1.6472 -4.0395
H -3.0808 -2.0281 -3.6595
H -4.5868 -1.5151 -3.3938
```

Output
Molar mass in Da: 48.09
Orbital gap in eV: 12.32
SMILES: CC.O
HOMO energy in eV: -11.3
Multiplicity: 1
DFT total energy in eV: -4250.6944

The following is a quantum chemistry calculation of a 2-piece molecular cluster, C5H8O overall in a non-equilibrium geometry, from OMol25.

```
14
C5H8O (the ωB97M-V functional and the def2-TZVPD basis)
C 0.2518 1.6304 0.3996
C -0.9292 0.6848 0.2033
C -1.0161 -0.4874 -0.7270
C -0.9821 -0.7678 0.5370
H 1.2193 1.1274 0.4824
H 0.0971 2.1951 1.3275
H 0.2993 2.3603 -0.4183
H -1.8799 1.1815 0.3870
H -1.2527 -0.8568 -1.7108
H -1.0397 -1.4858 1.3402
C 1.2922 -1.3905 -0.4525
O 1.5062 -1.2583 0.7290
H 1.6709 -0.6735 -1.2070
H 0.7627 -2.2594 -0.8903
```

Output
Molar mass in Da: 84.12
Orbital gap in eV: 9.85
SMILES: CC1C=C1.C=O
HOMO energy in eV: -9.2
Multiplicity: 1
DFT total energy in eV: -7357.9298

The following is a quantum chemistry calculation of C3H3LiO2Sn as an isolated structure in a non-equilibrium geometry, from OMol25.

```
10
C3H3LiO2Sn (the ωB97M-V functional and the def2-TZVPD basis)
O -2.0854 -0.3391 -0.7846
Li -3.4419 -1.5227 -1.0855
C 0.8465 1.4933 0.6819
C 0.3245 0.2419 0.9015
O 1.9838 1.0370 0.0066
C 1.5293 -0.3299 0.2038
H -0.4604 -0.1618 1.5403
H 1.3687 -0.8327 -0.7617
H 2.2416 -0.9035 0.8139
Sn -2.3067 1.3175 -1.5161
```

Output
Net charge: +1
Molar mass in Da: 196.71
Orbital gap (spin up / spin down) in eV: 6.90 / 6.65
HOMO energy (spin up / spin down) in eV: -12.0 / -11.8
Multiplicity: 2
DFT total energy in eV: -13279.7855

The following is a quantum chemistry calculation of a 13-piece molecular cluster, C20H56BO28 overall in a non-equilibrium geometry, from OMol25.

```
105
C20H56BO28 (the ωB97M-V functional and the def2-TZVPD basis)
O -1.3823 0.6576 2.6188
C -0.8536 0.4642 1.5252
O -0.6489 -0.7036 0.9747
B 0.1498 -0.5238 -0.2511
O 0.2342 0.9732 -0.4423
C -0.3059 1.5424 0.5917
O -0.4183 2.7558 0.7756
O -0.4583 -1.2674 -1.3756
C 0.3638 -2.1818 -1.9173
O 0.2113 -2.8964 -2.8872
C 1.6959 -2.1419 -1.0115
O 1.4817 -1.1935 -0.0970
O 2.6136 -2.9869 -1.0211
O 4.2664 -7.7613 -3.7512
H 3.9403 -6.9484 -3.3651
H 5.0993 -7.9206 -3.3073
O -0.7680 -6.9101 -7.9426
H -0.3677 -7.0713 -8.7970
H -0.9062 -5.9632 -7.9172
O 3.0179 -4.8831 -7.2746
H 3.7990 -4.3397 -7.3787
H 2.5329 -4.4715 -6.5593
O -3.6158 1.6188 7.9225
H -2.7605 1.9472 8.1999
H -3.5174 1.4552 6.9846
C 6.1311 2.8665 1.5069
C 6.1444 1.9879 0.1684
O 7.4471 2.3437 -0.4217
O 7.0238 2.4297 2.5130
H 5.0906 2.9504 1.8208
H 6.3882 3.8831 1.2097
H 5.3844 2.4830 -0.4360
H 6.0124 0.9255 0.3734
H 7.2028 2.6774 -1.2880
H 7.8951 2.2593 2.1479
C -1.1145 -4.5040 6.2702
C -1.3144 -4.8021 4.7702
O -1.1611 -6.1778 4.5762
O 0.2611 -4.5975 6.6492
H -1.6053 -5.2592 6.8840
H -1.5483 -3.5475 6.5619
H -0.4534 -4.3878 4.2457
H -2.2786 -4.4223 4.4322
H -0.4174 -6.4681 5.1093
H 0.4104 -4.2022 7.5112
C -4.9285 -2.2652 -8.1701
C -3.8378 -3.0639 -7.4656
O -2.5637 -2.8684 -8.1076
O -5.3322 -2.8938 -9.3825
H -4.6787 -1.2185 -8.3433
H -5.8444 -2.0713 -7.6119
H -4.1711 -4.0978 -7.3767
H -3.7684 -2.7529 -6.4232
H -2.3524 -1.9321 -8.0925
H -5.3910 -3.8369 -9.2130
C 1.1431 7.6461 -2.2164
C 2.0500 6.4394 -2.5147
O 3.4379 6.7641 -2.4008
O 1.0385 8.7234 -3.2597
H 1.3696 8.1927 -1.3009
H 0.0947 7.3543 -2.1542
H 1.9500 6.0003 -3.5073
H 1.7546 5.6283 -1.8491
H 4.0108 6.1160 -2.8173
H 0.6539 9.4961 -2.8393
C -3.8465 3.8166 -3.9402
C -4.3394 2.7266 -4.8313
O -4.9007 3.2337 -5.9779
O -4.8859 4.5532 -3.3158
H -3.2317 4.5408 -4.4747
H -3.2299 3.4321 -3.1277
H -5.1654 2.1875 -4.3673
H -3.5621 1.9786 -4.9872
H -5.7213 2.7356 -5.9848
H -5.2883 4.0190 -2.6271
C 0.2432 5.7432 7.5371
C 1.4497 5.4871 6.5670
O 2.5889 6.2773 6.8776
O 0.0575 4.6755 8.4869
H -0.6956 5.7293 6.9833
H 0.4159 6.6374 8.1360
H 1.2138 5.8718 5.5748
H 1.7087 4.4382 6.4222
H 3.1724 5.8094 7.4794
H 0.2830 5.0603 9.3370
C 4.3849 -0.7590 5.3218
C 4.8543 -2.0384 4.6717
O 5.5406 -2.9296 5.5286
O 5.3876 -0.0993 6.0969
H 3.6617 -1.0047 6.0994
H 3.9696 0.0147 4.6760
H 5.5074 -1.7512 3.8476
H 4.1066 -2.6687 4.1904
H 6.4815 -2.7767 5.4146
H 6.0189 0.1234 5.4088
C -5.6963 -3.2350 0.0828
C -5.7648 -4.1835 -1.1369
O -6.6603 -5.2109 -0.9031
O -6.6686 -2.2810 0.0473
H -4.7585 -2.6817 0.1327
H -5.8246 -3.7689 1.0245
H -4.7530 -4.5237 -1.3577
H -6.0116 -3.6558 -2.0581
H -6.1110 -5.8542 -0.4493
H -7.4671 -2.7163 -0.2602
```

Output
Net charge: -1
Molar mass in Da: 755.45
Orbital gap in eV: 9.31
HOMO energy in eV: -7.6
Multiplicity: 1
DFT total energy in eV: -79655.0024

The following is a quantum chemistry calculation of C30H65F7N18O39 as an isolated structure in a non-equilibrium geometry, from OMol25.

```
159
C30H65F7N18O39 (the ωB97M-V functional and the def2-TZVPD basis)
C -2.4856 -2.0707 3.4344
C -1.3631 -2.1026 2.3917
C -1.5208 -3.2429 1.3759
C -0.0155 -2.1336 3.1470
C 0.7156 -0.7714 3.1323
C 1.7117 -0.6606 2.0299
C 1.7431 -0.3068 0.7315
C 0.5601 0.1209 -0.1048
F -0.4152 0.6104 0.7028
F 0.0803 -1.0038 -0.7202
C 0.7251 1.2110 -1.2668
F -0.0367 2.2941 -0.9829
F 1.9973 1.6340 -1.4045
C 0.2623 0.6654 -2.6369
F -0.9994 0.2378 -2.5530
F 0.3751 1.6149 -3.5771
F 1.0145 -0.3769 -3.0129
C 3.1063 -0.5277 0.1776
O 3.5240 -0.4271 -0.9301
O 3.8986 -0.9707 1.2199
C 3.1324 -1.0440 2.3627
O 3.5891 -1.3398 3.4095
H -2.4566 -2.9614 4.0768
H -2.4341 -1.1678 4.0560
H -3.4616 -2.0613 2.9299
H -1.4467 -1.1711 1.8108
H -0.8659 -3.0917 0.5074
H -1.3101 -4.2278 1.8112
H -2.5529 -3.2658 1.0003
H 0.6462 -2.9166 2.7495
H -0.2026 -2.3795 4.2001
H -0.0097 0.0475 3.1338
H 1.3102 -0.6958 4.0500
C -2.5680 -0.5440 -5.0990
N -3.7182 -1.0703 -5.8742
O -3.6252 -2.2031 -6.3013
O -4.6769 -0.3386 -6.0373
H -1.8106 -1.3166 -5.0446
H -2.2031 0.3333 -5.6270
H -2.9408 -0.2649 -4.1189
C 4.0291 -0.5182 -3.7064
N 5.2733 -0.7875 -4.4764
O 6.3175 -0.9204 -3.8796
O 5.1631 -0.8574 -5.6912
H 4.2653 -0.4685 -2.6521
H 3.6266 0.4199 -4.0734
H 3.3429 -1.3302 -3.9302
C 2.0845 0.1883 7.3790
N 0.7128 0.0522 6.8142
O 0.4052 -0.9675 6.2385
O -0.0566 0.9792 6.9590
H 2.6272 -0.7232 7.1608
H 2.5365 1.0559 6.9058
H 1.9746 0.3591 8.4458
C 6.4083 0.6649 2.8988
N 6.2381 1.7944 3.8520
O 5.1562 1.9372 4.3826
O 7.2063 2.5063 4.0439
H 5.4701 0.1333 2.8301
H 6.7006 1.0866 1.9414
H 7.2002 0.0304 3.2848
C 7.9791 5.7275 4.1249
N 8.6011 6.8266 4.9132
O 8.2153 7.0188 6.0451
O 9.4784 7.4633 4.3573
H 7.2282 5.2444 4.7376
H 7.5528 6.1792 3.2343
H 8.7729 5.0395 3.8500
C -5.3270 -2.5257 7.7929
N -4.3083 -2.9470 6.7929
O -3.2651 -3.4271 7.2027
O -4.5928 -2.8071 5.6244
H -4.9295 -2.7184 8.7820
H -5.5153 -1.4660 7.6338
H -6.2212 -3.1054 7.5850
C 1.5785 1.4818 -7.4771
N 0.2940 0.9139 -6.9880
O 0.2624 -0.2470 -6.6261
O -0.6761 1.6486 -7.0030
H 2.3436 0.7168 -7.4165
H 1.4093 1.8105 -8.4982
H 1.7995 2.3413 -6.8493
C -7.2581 -1.1718 -7.6843
N -8.6328 -0.6765 -7.9673
O -9.5274 -0.9752 -7.2034
O -8.7740 0.0105 -8.9604
H -7.2846 -1.7576 -6.7742
H -6.9519 -1.7644 -8.5411
H -6.6162 -0.3052 -7.5746
C -2.9785 0.7915 7.5972
N -4.3860 0.3319 7.7785
O -4.5925 -0.8630 7.8871
O -5.2498 1.1887 7.8173
H -2.3370 -0.0788 7.5884
H -2.9318 1.3289 6.6556
H -2.7444 1.4625 8.4199
C 11.8496 7.9216 2.2507
N 12.4645 6.5663 2.2038
O 11.7294 5.6118 2.0421
O 13.6704 6.5049 2.3305
H 10.7801 7.8046 2.1345
H 12.0952 8.3544 3.2152
H 12.2931 8.5033 1.4484
C -4.3917 2.2007 -7.8974
N -4.7677 3.5889 -8.2888
O -5.1825 4.3299 -7.4213
O -4.6274 3.8838 -9.4582
H -4.5662 2.0833 -6.8356
H -5.0038 1.5271 -8.4901
H -3.3432 2.0732 -8.1528
C 8.4555 0.5968 -5.7162
N 9.7088 0.3413 -6.4802
O 10.7353 0.1700 -5.8562
O 9.6131 0.3211 -7.6915
H 8.6937 0.5841 -4.6600
H 8.0868 1.5645 -6.0441
H 7.7507 -0.1864 -5.9806
C -4.4380 2.0072 11.3103
N -3.0346 1.5459 11.4997
O -2.1569 2.1338 10.8962
O -2.8617 0.5952 12.2328
H -4.4278 2.8524 10.6331
H -4.9909 1.1687 10.8960
H -4.8362 2.2707 12.2850
C -0.9958 -4.5771 -6.5773
N -0.3636 -4.7119 -5.2332
O -0.5494 -3.8271 -4.4224
O 0.3184 -5.7003 -5.0368
H -1.5596 -3.6517 -6.5811
H -0.1855 -4.5707 -7.3001
H -1.6338 -5.4413 -6.7336
C -0.9771 -6.4353 -2.8174
N -0.8742 -5.3766 -1.7749
O -1.8446 -5.1621 -1.0825
O 0.1855 -4.7805 -1.7005
H -1.9703 -6.8626 -2.7618
H -0.7987 -5.9582 -3.7759
H -0.2015 -7.1662 -2.6084
C 1.6949 4.5155 1.2599
N 2.1432 3.6937 2.4185
O 2.3924 4.2544 3.4598
O 2.2247 2.4900 2.2352
H 1.6721 5.5517 1.5739
H 2.4029 4.3464 0.4539
H 0.7131 4.1522 0.9716
C -3.4795 -6.4760 6.4740
N -4.1524 -5.9591 5.2498
O -5.3430 -5.7183 5.3044
O -3.4521 -5.8012 4.2717
H -4.2232 -6.5635 7.2567
H -3.0433 -7.4365 6.2169
H -2.7023 -5.7620 6.7283
C -11.8648 0.3938 -9.3214
N -13.1700 0.9734 -9.7467
O -14.1509 0.7369 -9.0703
O -13.1666 1.6537 -10.7536
H -12.0271 -0.1817 -8.4174
H -11.5041 -0.2197 -10.1404
H -11.1806 1.2195 -9.1571
```

Output
Molar mass in Da: 1434.92
Orbital gap in eV: 7.81
HOMO energy in eV: -9.5
Multiplicity: 1
DFT total energy in eV: -157806.1238